Here is a structure of composition C26H42CsN6O7S3 in a non-equilibrium geometry from the Open Molecules 2025 dataset. Energies are from wB97M-V/def2-TZVPD.

XYZ file:
```
85
Properties=species:S:1:pos:R:3:lowdin_charge:R:1
Cs -0.293 0.616 -0.918 1.715
C 1.683 -1.824 4.214 -0.030
C 1.204 -1.965 2.795 -0.258
N 0.010 -2.265 2.485 0.112
N -0.872 -2.377 3.515 -0.039
C -2.105 -2.930 3.311 -0.941
N -2.925 -2.720 4.385 0.062
S -2.563 -3.805 1.984 0.598
C 2.139 -1.713 1.646 -0.230
C 3.334 -1.031 1.820 -0.035
C 4.100 -0.719 0.701 -0.082
C 3.634 -1.058 -0.551 -0.038
C 2.427 -1.747 -0.627 -0.118
N 1.708 -2.089 0.440 0.139
H 1.236 -2.597 4.844 0.078
H 1.423 -0.842 4.629 0.096
H 2.763 -1.941 4.273 0.071
H -0.653 -2.002 4.417 0.116
H -2.766 -1.915 4.972 0.092
H -3.885 -2.954 4.207 0.075
H 3.655 -0.708 2.804 0.106
H 5.031 -0.176 0.814 0.108
H 4.170 -0.792 -1.456 0.100
H 2.015 -2.035 -1.593 0.102
N -3.271 -1.272 -1.838 0.159
C -3.844 -0.060 -2.143 -0.667
N -3.403 0.484 -3.318 0.167
O -4.741 0.455 -1.458 -0.031
H -2.330 -1.443 -2.200 0.051
H -3.446 -1.622 -0.911 0.087
H -2.488 0.229 -3.702 0.051
H -3.694 1.428 -3.489 0.097
C 5.492 -2.130 -4.525 -0.060
C 4.050 -1.714 -4.359 -0.284
C 3.025 -2.657 -4.419 -0.022
C 1.697 -2.305 -4.223 -0.214
C 0.625 -3.372 -4.282 -0.029
C 1.377 -0.960 -3.948 -0.071
C 2.388 0.000 -3.897 -0.198
C 2.089 1.448 -3.572 -0.028
C 3.709 -0.395 -4.112 -0.037
C -0.067 -0.618 -3.603 -0.736
O -0.722 0.140 -4.355 -0.021
O -0.494 -1.140 -2.537 -0.417
H 5.613 -2.824 -5.362 0.073
H 5.855 -2.638 -3.625 0.076
H 6.136 -1.265 -4.703 0.070
H 3.271 -3.700 -4.620 0.114
H 1.003 -4.273 -4.770 0.072
H -0.254 -3.020 -4.827 0.088
H 0.287 -3.631 -3.276 0.086
H 1.085 1.710 -3.903 0.075
H 2.810 2.108 -4.058 0.080
H 2.154 1.617 -2.492 0.051
H 4.492 0.360 -4.086 0.116
C 3.103 2.491 1.808 -0.142
S 1.473 2.355 1.105 0.332
O 0.720 1.487 2.017 -0.420
O 1.036 3.733 1.026 -0.342
O 1.677 1.712 -0.195 -0.716
H 3.009 2.552 2.899 0.063
H 3.540 3.413 1.409 0.061
H 3.694 1.624 1.511 0.021
C -4.789 -0.255 1.946 -0.105
C -4.778 1.259 2.153 -0.275
C -3.811 1.991 1.219 -0.328
S -2.044 1.666 1.470 0.858
O -1.412 2.406 0.325 -0.830
C -1.877 2.591 3.026 -0.330
C -1.629 4.090 2.881 -0.262
C -2.838 4.934 2.459 -0.107
H -5.583 -0.733 2.533 0.071
H -3.840 -0.704 2.231 0.041
H -4.959 -0.483 0.890 0.062
H -4.555 1.495 3.197 0.083
H -5.778 1.654 1.959 0.109
H -3.924 3.073 1.277 0.065
H -3.978 1.669 0.188 0.065
H -1.028 2.117 3.513 0.065
H -2.790 2.367 3.590 0.074
H -0.821 4.231 2.170 0.076
H -1.268 4.435 3.852 0.107
H -3.057 4.803 1.395 0.066
H -2.632 5.997 2.616 0.068
H -3.737 4.679 3.032 0.073
```

Summary:
Lowest unoccupied orbital energy   1.7427 eV
HOMO energy   -0.21178 Eh
2S+1   1
ΔE to the lowest compared entry with this formula, charge and spin   2.8762 eV
Total energy   -83973.9165 eV
Total charge   -1



Here is a structure of composition C6H24MnN12O6 in a non-equilibrium geometry from the Open Molecules 2025 dataset. Energies are from wB97M-V/def2-TZVPD.

XYZ file:
```
49
Properties=species:S:1:pos:R:3:lowdin_spin:R:1
Mn 0.541 0.444 0.799 5.007
C -2.258 -3.534 -0.409 0.000
O -1.360 -2.765 -0.302 0.002
N -3.011 -3.895 -1.422 0.000
N -2.626 -4.311 0.632 0.000
H -2.914 -3.353 -2.269 0.000
H -3.569 -4.731 -1.330 0.000
H -3.579 -4.625 0.520 0.000
H -2.054 -4.259 1.462 0.000
C 3.796 -3.199 2.529 -0.001
O 3.323 -2.106 2.281 -0.007
N 4.766 -3.429 3.406 -0.001
N 3.395 -4.356 1.962 0.000
H 5.247 -2.694 3.905 0.000
H 5.235 -4.323 3.405 0.000
H 2.696 -4.409 1.235 0.000
H 4.129 -5.041 2.074 0.000
C 1.426 5.210 0.345 0.000
O 1.287 4.093 0.807 0.000
N 0.437 6.004 0.080 0.000
N 2.516 5.612 -0.126 -0.001
H 0.566 6.786 -0.545 0.000
H -0.504 5.771 0.366 0.000
H 3.380 5.095 -0.055 0.000
H 2.566 6.550 -0.498 0.000
C 3.592 -0.333 -3.258 0.000
O 2.928 0.041 -2.273 0.001
N 3.061 -1.116 -4.175 0.000
N 4.838 0.050 -3.568 0.000
H 2.109 -1.447 -4.122 0.000
H 3.609 -1.327 -4.997 0.000
H 5.284 0.572 -2.827 0.000
H 5.318 -0.304 -4.383 0.000
C -2.884 2.220 -2.818 0.000
O -2.258 1.795 -1.830 0.000
N -2.871 1.619 -4.006 0.000
N -3.511 3.388 -2.722 0.000
H -2.727 0.632 -4.162 0.000
H -3.509 2.064 -4.651 0.000
H -4.104 3.697 -3.479 0.000
H -3.680 3.697 -1.776 0.000
C -3.277 0.010 4.116 0.000
O -2.297 0.241 3.382 0.001
N -4.219 0.882 4.121 0.000
N -3.292 -0.897 5.056 0.000
H -4.100 1.840 3.823 0.000
H -4.945 0.609 4.768 0.000
H -2.557 -1.588 5.098 0.000
H -3.941 -0.882 5.830 0.000
```

Summary:
Lowest unoccupied orbital energy (spin up / spin down)   -10.5658 / -10.1936 eV
HOMO energy (spin up / spin down)   -0.52676 / -0.52761 Eh
2S+1   6
ΔE to the lowest compared entry with this formula, charge and spin   12.0639 eV
Total energy   -68083.0895 eV
Total charge   +2
⟨S²⟩   8.76



Here is an isolated molecule of C5H8O from the Open Molecules 2025 dataset. Energies are from wB97M-V/def2-TZVPD.

XYZ file:
```
14
Properties=species:S:1:pos:R:3:nbo_charge:R:1
C 2.735 0.381 -0.193 -0.682
C 1.383 -0.192 -0.227 -0.003
C 0.245 -0.589 -0.325 -0.044
C -1.201 -0.748 -0.572 -0.494
C -2.053 -0.105 0.538 -0.045
O -1.632 1.210 0.821 -0.717
H 2.741 1.281 0.434 0.234
H 3.470 -0.332 0.195 0.235
H 3.039 0.689 -1.203 0.236
H -1.367 -0.200 -1.507 0.233
H -1.516 -1.792 -0.711 0.230
H -3.100 -0.031 0.206 0.183
H -2.037 -0.753 1.432 0.158
H -0.708 1.181 1.113 0.474
```

Summary:
Lowest unoccupied orbital energy   0.9046 eV
HOMO energy   -0.35182 Eh
2S+1   1
ΔE to the lowest compared entry with this formula, charge and spin   1.9776 eV
Total energy   -7360.2776 eV



Here is an isolated molecule of C2H5NO4 in a non-equilibrium geometry from the Open Molecules 2025 dataset. Energies are from wB97M-V/def2-TZVPD.

XYZ file:
```
12
Properties=species:S:1:pos:R:3:nbo_charge:R:1
C -1.307 0.183 0.062 -0.672
C 0.268 0.283 -0.265 0.586
O 0.957 1.210 0.560 -0.701
O 0.558 0.317 -1.581 -0.637
N 0.665 -1.101 0.226 0.486
O 0.945 -1.165 1.392 -0.411
O 0.617 -2.047 -0.524 -0.353
H -1.414 0.034 1.137 0.234
H -1.594 1.197 -0.174 0.229
H -1.859 -0.367 -0.771 0.257
H 0.767 0.859 1.466 0.505
H 1.398 0.598 -1.529 0.477
```

Summary:
Lowest unoccupied orbital energy   0.2830 eV
HOMO energy   -0.40184 Eh
2S+1   1
ΔE to the lowest compared entry with this formula, charge and spin   5.2148 eV
Total energy   -11831.5779 eV